Below is C65H61BCaN8O6P2Si as an isolated structure in a non-equilibrium geometry, with properties calculated with the ωB97M-V functional and the def2-TZVPD basis.

Output
Net charge: -2
ΔE to the lowest compared entry with this formula, charge and spin: 2.3138 eV
DFT total energy: -138174.4636 eV

Each line ends with the Löwdin charge.
Element x y z (Å)
1 Ca 0.336000 -1.510259 -0.240808  1.21
2 C 2.316281 1.208058 1.557944  -0.27
3 Si 1.113178 1.324139 0.046484  0.63
4 C 0.063812 2.910143 0.564617  -0.32
5 C 0.746941 4.068160 0.957190  -0.13
6 C 0.105765 5.180775 1.476137  -0.10
7 C -1.274944 5.168160 1.620173  -0.10
8 C -1.987750 4.054073 1.213024  -0.12
9 C -1.346786 2.927365 0.683389  -0.38
10 P -2.301312 1.567358 -0.141364  1.17
11 C -3.870910 2.495698 -0.505814  -0.35
12 C -3.936932 3.086378 -1.764666  -0.09
13 C -5.055105 3.798342 -2.174704  -0.09
14 C -6.148398 3.923576 -1.329301  -0.11
15 C -6.102505 3.336801 -0.072410  -0.09
16 C -4.975166 2.636990 0.335889  -0.10
17 C -3.129696 0.487611 1.183483  -0.35
18 C -3.253829 1.061130 2.530647  -0.10
19 C -3.719203 0.537460 3.670927  -0.10
20 C -4.137696 -0.831062 3.917829  -0.12
21 C -3.886120 -1.904848 3.166202  -0.10
22 C -2.966291 -2.113886 2.010444  -0.11
23 C 2.346810 2.222902 -1.203219  -0.29
24 C 3.631602 2.611264 -0.778209  -0.13
25 C 4.562941 3.203314 -1.616080  -0.11
26 C 4.240548 3.447460 -2.944977  -0.11
27 C 2.983904 3.091973 -3.395514  -0.12
28 C 2.047721 2.488999 -2.549327  -0.41
29 P 0.371125 2.130065 -3.218977  1.12
30 C -0.230784 3.856250 -3.493587  -0.35
31 C 0.319193 4.969054 -2.856724  -0.07
32 C -0.234554 6.231662 -3.021396  -0.09
33 C -1.335383 6.416467 -3.843727  -0.11
34 C -1.904856 5.317565 -4.471590  -0.11
35 C -1.375512 4.052042 -4.271415  -0.16
36 C 0.866548 1.631998 -4.928353  -0.36
37 C 1.760386 0.563976 -5.009920  -0.09
38 C 2.126407 0.024730 -6.230026  -0.07
39 C 1.607386 0.547233 -7.408660  -0.11
40 C 0.718762 1.609391 -7.343196  -0.11
41 C 0.347021 2.142515 -6.114044  -0.10
42 H 2.561082 2.163533 2.035881  0.02
43 H 3.245326 0.745177 1.211240  0.00
44 H 1.904238 0.533605 2.305005  -0.01
45 H 1.827575 4.092510 0.857576  0.09
46 H 0.678983 6.054689 1.767697  0.09
47 H -1.796786 6.025313 2.030476  0.09
48 H -3.067842 4.075241 1.297198  0.09
49 H -3.091758 2.972271 -2.430696  0.08
50 H -5.074989 4.245372 -3.160330  0.09
51 H -7.027602 4.472154 -1.645792  0.09
52 H -6.949164 3.426645 0.598858  0.09
53 H -4.967603 2.195537 1.324936  0.09
54 H -2.923767 2.092038 2.577376  0.09
55 H -3.753528 1.202865 4.528648  0.10
56 H -4.756964 -0.982697 4.797532  0.09
57 H -4.336569 -2.837408 3.491906  0.11
58 H -3.378424 -2.933168 1.410182  0.14
59 H 3.920099 2.432928 0.247987  0.07
60 H 5.542855 3.471051 -1.234285  0.09
61 H 4.952190 3.914108 -3.616365  0.09
62 H 2.716866 3.297270 -4.427238  0.10
63 H 1.176066 4.844656 -2.209029  0.10
64 H 0.198465 7.074843 -2.496931  0.10
65 H -1.758262 7.404372 -3.980456  0.09
66 H -2.779872 5.442346 -5.097372  0.09
67 H -1.869434 3.192907 -4.713456  0.10
68 H 2.172510 0.153152 -4.096663  0.09
69 H 2.806844 -0.817273 -6.255078  0.10
70 H 1.886971 0.124586 -8.366055  0.09
71 H 0.304930 2.029368 -8.252978  0.09
72 H -0.342807 2.976766 -6.097853  0.07
73 C -0.018842 1.716838 3.970013  -0.04
74 C -0.083793 0.225250 3.942242  -0.36
75 C 0.421643 -0.660826 4.910401  0.00
76 C 0.014764 -1.906235 4.490959  -0.29
77 C 0.263962 -3.230060 5.128188  -0.02
78 N -0.683576 -1.746584 3.345752  0.02
79 N -0.729236 -0.437947 2.994024  0.15
80 B -1.604008 -2.803590 2.705014  -0.46
81 N -2.943558 -1.006022 0.971118  -0.07
82 N -2.215110 -1.409342 -0.187020  0.01
83 C -2.990459 -1.085155 -1.239634  -0.43
84 C -2.492570 -1.349164 -2.619931  -0.02
85 C -4.178816 -0.487101 -0.931345  -0.07
86 C -4.251552 -0.337280 0.520199  -0.35
87 C -5.597940 -0.518858 1.166903  -0.01
88 N -0.907478 -3.877039 1.807035  0.02
89 N -0.490666 -3.613848 0.543887  0.00
90 C -0.056599 -4.752589 0.022253  -0.34
91 C 0.480556 -4.831224 -1.370251  -0.02
92 C -0.201883 -5.789612 0.951420  0.00
93 C -0.751144 -5.197556 2.070713  -0.28
94 C -1.127013 -5.898083 3.339430  -0.04
95 H -0.772476 2.115094 4.657420  0.07
96 H -0.204204 2.135550 2.986368  0.05
97 H 0.959811 2.057344 4.308854  0.07
98 H 1.010399 -0.425456 5.783266  0.10
99 H 0.867911 -3.092137 6.025379  0.08
100 H 0.804485 -3.898750 4.457336  0.06
101 H -0.669088 -3.723780 5.406300  0.07
102 H -2.058663 -3.448564 3.621336  0.10
103 H -1.699197 -0.641709 -2.869033  0.06
104 H -3.309102 -1.243589 -3.334007  0.07
105 H -2.049387 -2.341228 -2.705791  0.08
106 H -5.009457 -0.318802 -1.597207  0.10
107 H -6.346151 -0.214986 0.433364  0.08
108 H -5.722080 0.076424 2.069735  0.07
109 H -5.770753 -1.566170 1.418729  0.09
110 H 1.529262 -4.525180 -1.381727  0.06
111 H -0.072340 -4.187286 -2.055077  0.07
112 H 0.420910 -5.856490 -1.737716  0.08
113 H 0.053874 -6.829338 0.825330  0.10
114 H -1.333322 -6.944633 3.111889  0.07
115 H -2.007705 -5.460248 3.802209  0.06
116 H -0.318160 -5.871109 4.071540  0.07
117 O 0.948372 -2.815217 -4.148357  0.01
118 C 1.321717 -2.182578 -3.160331  -0.67
119 O 0.617468 -1.482986 -2.371749  -0.25
120 C 2.816053 -2.207719 -2.819192  -0.21
121 C 3.648843 -3.170359 -3.377191  -0.01
122 C 4.990472 -3.161898 -3.041037  -0.08
123 C 5.458945 -2.180132 -2.180086  -0.08
124 C 4.552552 -1.254403 -1.686834  -0.14
125 N 3.259576 -1.267081 -1.986541  0.14
126 H 3.217755 -3.895996 -4.052705  0.11
127 H 5.664870 -3.909134 -3.443328  0.09
128 H 6.500823 -2.134174 -1.890183  0.09
129 H 4.877254 -0.461100 -1.018852  0.10
130 O 2.914087 -3.437406 0.225164  0.03
131 C 2.691991 -2.705785 1.194653  -0.64
132 O 1.742320 -1.891806 1.351104  -0.19
133 C 3.649342 -2.767431 2.369322  -0.09
134 C 4.647835 -1.815191 2.532061  0.00
135 C 5.491724 -1.852007 3.635351  -0.07
136 C 5.347005 -2.838169 4.596028  -0.02
137 C 4.349040 -3.781620 4.414733  -0.15
138 C 3.504066 -3.767891 3.320157  0.06
139 N 4.184465 -4.836353 5.427622  -0.35
140 O 3.283709 -5.642924 5.275746  0.06
141 O 4.968905 -4.855555 6.366811  0.04
142 H 4.751298 -1.028591 1.795274  0.11
143 H 6.260279 -1.098815 3.754029  0.10
144 H 5.976048 -2.883992 5.472349  0.11
145 H 2.743711 -4.528398 3.207821  0.13

Forces on the atoms, in the same order (eV/Å):
-1.08 0.64 -0.06
-0.09 0.11 0.00
0.15 0.56 -0.06
-0.12 -0.12 0.05
-0.01 -0.03 0.00
-0.01 0.00 -0.01
0.03 0.02 0.02
-0.03 -0.02 0.02
0.13 -0.02 -0.05
-0.12 -0.12 0.12
0.08 0.10 -0.02
-0.02 0.05 0.00
0.02 -0.01 0.02
0.01 0.00 -0.01
-0.01 0.00 -0.02
-0.04 0.02 0.02
0.28 0.09 -0.17
-0.04 -0.09 -0.02
0.12 -0.12 0.05
-0.06 0.08 -0.02
0.03 0.06 0.00
-0.04 0.01 -0.02
-0.06 0.02 0.07
0.04 -0.06 -0.05
-0.04 -0.04 -0.01
0.01 0.01 0.03
-0.04 0.06 -0.06
-0.01 0.08 0.00
0.08 0.13 0.11
-0.05 -0.09 0.02
-0.03 -0.05 0.01
0.00 0.00 0.00
0.01 0.01 -0.01
-0.05 -0.02 0.05
-0.07 0.00 0.06
-0.20 -0.05 -0.02
0.02 -0.07 0.06
0.02 -0.01 -0.06
-0.02 0.03 0.04
0.03 -0.02 -0.01
0.01 0.08 -0.06
0.06 0.02 0.00
-0.01 -0.05 0.01
-0.05 -0.02 0.06
0.03 -0.02 0.00
0.00 0.00 0.00
0.00 0.01 0.00
0.01 -0.01 -0.02
0.06 0.02 -0.08
0.02 0.03 -0.04
0.00 0.00 -0.01
0.00 0.00 0.01
-0.02 0.05 -0.04
-0.03 0.02 0.01
-0.01 0.01 -0.01
0.00 0.00 0.01
0.04 -0.01 0.02
-0.03 -0.01 0.00
0.01 0.03 0.06
0.00 0.01 0.02
0.01 -0.01 -0.01
0.01 -0.03 0.02
0.05 -0.02 0.01
0.01 0.00 0.00
-0.01 0.00 0.01
-0.04 -0.01 -0.01
-0.02 0.04 0.02
0.02 -0.03 0.04
-0.01 -0.01 0.01
0.00 -0.01 0.00
0.00 0.00 0.00
0.11 -0.07 -0.04
-0.03 -0.05 0.02
0.02 0.01 -0.03
0.02 0.06 -0.04
0.04 -0.04 0.02
-0.01 0.02 -0.02
0.05 -0.16 -0.03
-0.02 0.03 0.04
-0.04 0.14 -0.15
-0.02 -0.11 0.25
-0.07 0.25 0.07
-0.03 -0.04 -0.06
0.05 -0.02 0.05
-0.11 -0.20 0.00
0.09 0.00 -0.03
0.00 -0.01 0.07
-0.13 0.07 0.08
0.20 -0.64 0.13
-0.12 -0.04 -0.08
0.06 0.02 0.06
0.03 0.00 0.00
-0.05 -0.03 0.03
-0.01 0.03 -0.03
0.01 0.01 -0.01
-0.02 0.03 -0.09
0.04 0.03 -0.01
0.00 -0.01 0.00
0.00 -0.01 0.01
0.00 -0.02 -0.01
-0.01 -0.01 0.00
-0.02 -0.03 -0.05
-0.02 0.02 -0.01
0.00 0.00 -0.02
-0.01 -0.01 0.00
0.03 0.10 -0.03
-0.01 0.01 -0.01
0.00 -0.03 -0.01
-0.01 -0.01 -0.03
-0.01 0.01 -0.01
0.00 -0.01 0.00
-0.02 0.01 -0.02
-0.01 -0.01 0.00
0.02 -0.01 0.01
-0.02 -0.02 0.00
0.00 0.02 0.02
0.04 -0.10 -0.04
0.10 0.14 -0.06
0.01 -0.39 -0.85
0.01 0.14 0.00
0.01 0.00 0.00
0.00 0.01 -0.01
-0.01 -0.01 0.00
-0.02 -0.01 0.00
0.00 -0.01 0.00
0.00 0.00 0.00
0.00 0.00 0.00
0.00 0.00 0.01
0.00 0.01 0.01
0.01 -0.03 -0.03
0.06 -0.05 0.08
0.87 -0.14 0.70
-0.03 -0.03 0.05
-0.01 0.01 0.04
-0.01 -0.01 -0.02
0.04 -0.01 0.08
-0.01 0.02 -0.01
-0.01 -0.09 -0.01
0.02 -0.10 0.01
0.22 0.16 0.12
-0.22 -0.04 -0.15
-0.02 0.01 0.00
0.00 0.00 0.00
0.00 0.00 -0.02
0.00 0.01 -0.01